Entry 1:
Below is the molecule C13H25N3O3S2, with properties calculated with ωB97M-V with the def2-TZVPD basis set.

Atoms and positions in Å:
C  -1.19797  4.01168  -1.08403
N  -0.51647  2.74555  -0.82013
C  0.76260  2.53094  -1.16716
O  1.39238  3.40954  -1.76906
C  1.48665  1.22728  -0.75409
C  2.61568  1.50551  0.21133
C  3.76731  2.25585  -0.49655
S  5.35831  2.23756  0.35103
C  5.92234  0.52764  0.34521
N  0.54952  0.25473  -0.17126
C  -0.27736  -0.53858  -0.85553
O  -0.19804  -0.67265  -2.07814
C  -1.32526  -1.41432  -0.16473
C  -1.09361  -2.89291  -0.46931
C  -2.06885  -3.91550  0.14472
S  -3.74688  -3.28156  0.23968
C  -4.29547  -3.35856  -1.49143
N  -1.43567  -1.23295  1.30610
C  -1.79476  -0.06546  1.87442
C  -2.11470  -0.09350  3.35920
O  -1.78163  0.99446  1.27822
H  -2.20569  4.05581  -0.63357
H  -0.56845  4.77758  -0.65441
H  -1.24149  4.18089  -2.15390
H  -0.94962  2.03035  -0.23573
H  1.96320  0.79610  -1.63123
H  3.00587  0.55271  0.53107
H  2.27756  2.07430  1.08692
H  3.91727  1.88326  -1.52093
H  3.50505  3.32179  -0.55927
H  6.07304  0.20522  -0.66663
H  5.19747  -0.14716  0.82005
H  6.85142  0.46339  0.88684
H  0.36868  0.36658  0.79836
H  -2.25689  -1.08347  -0.61401
H  -0.08427  -3.17606  -0.10851
H  -1.09772  -3.03850  -1.54395
H  -2.04650  -4.84458  -0.46198
H  -1.69400  -4.14174  1.17152
H  -4.32905  -4.42221  -1.76901
H  -3.51815  -2.88622  -2.06345
H  -5.26160  -2.87676  -1.53961
H  -1.35059  -2.04903  1.89824
H  -2.56838  0.84777  3.67554
H  -1.20123  -0.22095  3.95597
H  -2.79408  -0.90383  3.54320

Forces on atoms 1 to 2 (eV/Å):
C 0.3998 -0.3903 0.2663
N -0.5447 -1.4041 0.7575

**Total charge**: 0
**LUMO**: 0.0110 Eh
**HOMO-LUMO gap**: 8.7 eV
**SMILES**: CNC(=O)[C@@H](CCSC)NC(=O)[C@@H](CCSC)NC(C)=O
**Energy above the lowest of the compared OMol25 structures with the same formula, charge and spin**: 0.00 kcal/mol

=====

Entry 2:
Below is the ion C13H25N4O2 with charge +1, with properties calculated with ωB97M-V with the def2-TZVPD basis set.

Atoms and positions in Å:
C  -3.78710  -1.87078  -3.60826
C  -2.62116  -2.11494  -2.64251
C  -1.27260  -2.13575  -3.36150
C  -2.61003  -1.20464  -1.40732
N  -1.93613  0.09464  -1.63230
N  -2.33938  0.74912  -2.71326
C  -1.80374  1.89426  -2.98663
C  -0.77135  2.48899  -2.20208
N  -0.28363  3.70745  -2.57696
C  -0.38131  1.80672  -1.08823
C  -0.99478  0.58985  -0.80045
O  -0.68090  -0.17443  0.22386
C  -0.41061  0.44971  1.51392
C  1.05624  0.35093  1.86004
N  1.22232  0.70231  3.25595
C  2.61993  0.81973  3.65318
C  3.39444  -0.49750  3.57481
C  4.61703  -0.44340  4.48322
O  2.50197  -1.54471  3.94952
H  -4.09255  -2.80916  -4.07232
H  -3.49857  -1.19536  -4.41506
H  -4.65474  -1.44489  -3.10360
H  -2.75888  -3.11450  -2.21743
H  -0.44507  -2.29585  -2.66419
H  -1.25101  -2.94621  -4.09092
H  -1.09546  -1.20774  -3.90895
H  -2.09801  -1.69969  -0.59100
H  -3.62885  -0.97429  -1.09134
H  -2.17901  2.40930  -3.86343
H  0.42705  4.07339  -1.95713
H  0.02295  3.76895  -3.53942
H  0.39248  2.18007  -0.43107
H  -0.80116  1.46995  1.51376
H  -0.98101  -0.13003  2.23898
H  1.35433  -0.69374  1.73370
H  1.69051  0.95307  1.18532
H  0.78152  1.59860  3.43466
H  2.65340  1.19259  4.67899
H  3.16545  1.54792  3.03027
H  3.72619  -0.68101  2.54349
H  5.06332  0.55279  4.49981
H  4.30788  -0.70057  5.49848
H  5.38686  -1.14713  4.16200
H  2.99319  -2.37399  3.93141

Forces on atoms 1 to 2 (eV/Å):
C 0.1400 0.0495 -0.1307
C 0.0154 -0.1756 -0.0537

**Total charge**: +1
**LUMO**: -0.1382 Eh
**HOMO-LUMO gap**: 8.0 eV
**SMILES**: CC(C)Cn1ncc(=[NH2+])cc1OCCNC[C@@H](C)O
**Energy above the lowest of the compared OMol25 structures with the same formula, charge and spin**: 21.10 kcal/mol

=====

Entry 3:
Below is a cluster of 3 separate species, C13H25N4O7 in total, with properties calculated with ωB97M-V with the def2-TZVPD basis set.

Atoms and positions in Å:
C  -4.00353  -0.66168  -2.21651
N  -2.54266  -1.04374  -2.11890
C  -2.35803  -1.69365  -0.76496
C  -2.08230  -1.91636  -3.26373
O  -2.96315  -2.09930  -4.28443
C  -0.61424  -2.62338  -3.43668
C  0.48661  -1.49523  -3.92683
N  0.74499  -0.87009  -5.28354
C  1.86767  0.18126  -5.23476
N  2.45509  0.31269  -3.82570
C  1.63315  -0.70452  -3.05488
N  1.92952  -0.90390  -1.57025
H  -4.73180  -1.56318  -2.44260
H  -4.40465  -0.18837  -1.19622
H  -4.20694  0.16068  -3.04288
H  -3.28825  -2.33315  -0.40200
H  -2.28022  -0.79763  0.02029
H  -1.34489  -2.27594  -0.68783
H  -0.26323  -3.14781  -2.42615
H  -0.71427  -3.41810  -4.31933
H  0.23625  -1.09397  -6.17383
H  2.25824  0.83996  -6.12117
H  3.22233  0.95572  -3.48026
H  2.97104  -0.72005  -1.49833
H  1.73362  -1.93457  -1.39460
C  -4.50751  -0.43725  4.98323
O  -3.56493  0.63194  5.03506
C  -3.19933  1.11328  3.82024
O  -3.60240  0.71318  2.73926
O  -2.30747  2.11705  4.01639
C  -1.83207  2.72248  2.81565
H  -4.72811  -0.74351  6.00941
H  -5.44017  -0.10729  4.51442
H  -4.08765  -1.29647  4.45029
H  -2.65778  3.17883  2.26028
H  -1.30522  1.98956  2.19610
H  -1.12601  3.51070  3.09128
C  3.27568  -0.48134  1.37623
O  4.56575  0.08368  1.60160
C  4.54466  1.30772  2.18679
O  3.54589  1.92767  2.51719
O  5.82746  1.72263  2.34078
C  5.96004  3.00593  2.94896
H  3.41220  -1.45846  0.90495
H  2.74713  -0.62700  2.32381
H  2.69123  0.14912  0.69836
H  5.53888  2.99960  3.95944
H  5.48293  3.77578  2.33393
H  7.02645  3.23648  3.02241

Forces on atoms 1 to 2 (eV/Å):
C -2.0518 1.0393 -0.3930
N 0.0524 -3.2907 -1.1872

**Total charge**: +1
**LUMO**: -0.1595 Eh
**HOMO-LUMO gap**: 7.9 eV

=====

Entry 4:
Below is a structure of composition C13H26CeCl2NOP2S, with properties calculated with ωB97M-V with the def2-TZVPD basis set.

Atoms and positions in Å:
C  1.49922  -0.40202  -4.30643
C  0.77396  -0.33307  -3.02271
H  2.60267  -0.49591  -4.18493
H  1.28035  0.53842  -4.85109
H  1.02307  -1.21828  -4.87521
O  1.19905  -0.11063  -1.87749
Cl  -3.65676  1.10565  -1.75739
Ce  -1.33814  0.05043  -1.92251
P  -0.32379  2.90935  -1.00699
C  0.92129  3.40473  0.24688
C  0.02306  4.22169  -2.24270
H  -0.11125  5.23082  -1.82653
H  -1.63775  4.78910  -0.10661
H  -0.64604  4.07606  -3.10048
H  -2.67125  3.42361  -0.62995
H  1.89933  3.04261  -0.08054
H  1.05874  4.11644  -2.58668
C  -1.74045  3.69266  -0.12525
H  0.96434  4.49636  0.39293
H  -1.78204  3.25093  0.87670
H  0.68379  2.92637  1.20081
P  -0.22138  -2.43439  -0.46140
C  1.25237  -2.58684  0.61487
C  -1.43484  -3.42432  0.47343
H  -0.42333  -3.53656  -2.59928
H  0.28893  -4.62342  -1.35373
H  1.28688  -3.33976  -2.14106
C  0.28952  -3.60655  -1.76848
H  -2.39280  -3.30192  -0.04548
H  -1.13581  -4.47951  0.48672
H  1.39592  -3.64130  0.89107
H  1.12579  -1.97091  1.51411
H  -1.52688  -3.05422  1.50266
H  2.12415  -2.23233  0.04812
Cl  -2.11013  -1.86974  -3.51556
S  -1.23249  0.27267  0.86440
C  -0.41645  -0.07295  2.32615
N  -1.04439  -0.94102  3.20853
C  -0.49423  -1.27954  4.41743
C  0.70182  -0.70601  4.79290
C  1.35231  0.19337  3.94159
C  0.81728  0.47141  2.69345
H  -1.92285  -1.36920  2.93859
H  -1.05718  -1.98781  5.01545
H  1.14946  -0.97535  5.74241
H  2.28128  0.67843  4.24121
H  1.32569  1.10242  1.95808

Forces on atoms 1 to 2 (eV/Å):
C -0.2265 -0.1943 -0.3858
C 2.8169 1.4017 2.4076

**Total charge**: +3
**LUMO (spin up / spin down)**: -0.5256 / -0.5259 Eh
**HOMO-LUMO gap (spin up / spin down)**: 4.2 / 4.2 eV

=====

Entry 5:
Below is a structure of composition C13H26FFeN2O3S2, with properties calculated with ωB97M-V with the def2-TZVPD basis set.

Atoms and positions in Å:
Fe  0.59419  -1.93252  1.54270
F  0.36514  -0.18354  0.57473
C  2.48813  -1.03602  -2.21608
O  3.45575  -1.90883  -1.68754
H  1.68477  -1.60299  -2.68646
H  1.99199  -0.48129  -1.41970
H  3.09605  -0.39516  -2.85469
H  3.09942  -2.24973  -0.86387
N  -0.39657  1.92226  -1.17958
C  -1.66828  2.11331  -1.62532
C  -1.65299  3.27586  -2.40105
C  -0.32173  3.62899  -2.56812
C  0.42956  2.84338  -1.73664
H  -0.11462  1.15196  -0.59031
H  -2.44600  1.45779  -1.26219
H  -2.48042  3.77048  -2.88801
H  0.10455  4.45383  -3.11977
H  1.48755  2.73117  -1.55101
N  3.06119  1.08280  0.96275
C  3.49709  2.32329  1.25127
C  4.88445  2.32513  1.49483
C  5.27509  0.97007  1.32836
C  4.12651  0.26817  0.86506
H  2.12878  0.81045  0.68611
H  2.79166  3.13056  1.38194
H  5.40957  3.23734  1.73674
H  6.27507  0.59323  1.48469
H  4.04270  -0.76699  0.56871
C  -3.65907  -1.18682  2.61806
S  -2.12939  -0.55269  3.41414
O  -0.99943  -1.37111  2.79409
C  -2.24584  1.08499  2.63769
H  -3.94072  -2.19118  2.93433
H  -3.51287  -1.23091  1.53881
H  -4.55575  -0.67775  2.97146
H  -2.33198  0.82314  1.58312
H  -1.34333  1.66824  2.82038
H  -3.13296  1.61288  2.98761
C  -2.54849  -4.41091  -0.79720
S  -1.27987  -3.07189  -1.03933
O  -0.71305  -2.79633  0.35382
C  -2.42213  -1.59058  -1.43520
H  -2.11931  -5.11470  -0.08404
H  -2.95315  -4.77677  -1.74086
H  -3.43581  -4.03536  -0.28758
H  -1.77369  -0.71876  -1.52207
H  -3.11884  -1.43533  -0.61143
H  -2.99293  -1.56115  -2.36332

Forces on atoms 1 to 2 (eV/Å):
Fe -2.1476 2.5860 -0.9730
F 0.9221 -1.4816 0.9038

**Total charge**: +1
**LUMO (spin up / spin down)**: -0.1815 / -0.1822 Eh
**HOMO-LUMO gap (spin up / spin down)**: 5.1 / 5.0 eV
**Multiplicity**: 5
**Expectation value of S²**: 6.007

=====

Entry 6:
Below is a structure of composition C13H26InN4O4S2Si, with properties calculated with ωB97M-V with the def2-TZVPD basis set.

Atoms and positions in Å:
In  -1.87219  -0.48714  0.56638
C  1.26431  4.27226  0.39255
Si  2.47667  3.11191  1.18867
C  2.89929  3.71599  2.89933
C  4.00503  2.97413  0.13139
C  1.84683  1.32642  1.42524
C  2.74657  0.45173  2.03117
C  2.43081  -0.87313  2.31603
C  1.17863  -1.31818  1.96669
N  0.29771  -0.51562  1.36092
C  0.59826  0.77621  1.10359
S  -0.73233  1.66092  0.35390
H  1.74669  5.25085  0.31720
H  0.35432  4.39005  0.98178
H  0.98248  3.95830  -0.61330
H  3.32644  4.72041  2.85413
H  3.62602  3.07069  3.39713
H  2.00543  3.76027  3.52537
H  4.47296  3.95423  0.01351
H  3.75683  2.60050  -0.86452
H  4.74932  2.30410  0.56680
H  3.73127  0.81628  2.30544
H  3.13453  -1.53265  2.80260
H  0.84408  -2.32790  2.17334
O  -2.16554  -2.53273  1.42754
N  -2.83606  -2.19542  2.42515
O  -3.00553  -0.95335  2.47452
C  1.21982  -1.79517  -4.19941
C  -0.15038  -1.85177  -3.53690
S  0.01517  -1.73581  -1.75548
O  -1.43072  -1.48241  -1.28077
C  0.33703  -3.44790  -1.30512
C  -0.80013  -4.40853  -1.60968
H  1.10485  -1.90062  -5.27671
H  1.86980  -2.60304  -3.86029
H  1.71828  -0.84775  -3.99939
H  -0.69977  -2.76013  -3.77727
H  -0.77303  -0.99332  -3.78846
H  0.53502  -3.39283  -0.23334
H  1.27711  -3.70616  -1.79877
H  -1.75064  -4.00570  -1.26456
H  -0.62191  -5.34301  -1.07925
H  -0.87498  -4.64220  -2.67021
N  -5.17761  0.67051  1.40295
C  -4.91816  0.39624  0.11561
N  -5.85260  0.69470  -0.79828
O  -3.83555  -0.10873  -0.28163
H  -6.08483  0.99659  1.68664
H  -4.60057  0.24257  2.11114
H  -6.73395  1.11005  -0.55759
H  -5.63506  0.53529  -1.76581

Forces on atoms 1 to 2 (eV/Å):
In 0.0246 0.1584 -0.1310
C -0.0749 0.0243 -0.0437

**Total charge**: +1
**LUMO**: -0.0837 Eh
**HOMO-LUMO gap**: 8.8 eV
**Energy above the lowest of the compared OMol25 structures with the same formula, charge and spin**: 3.33 kcal/mol

=====

Entry 7:
Below is the ion C13H26N with charge +1, with properties calculated with ωB97M-V with the def2-TZVPD basis set.

Atoms and positions in Å:
C  -0.07425  3.39917  -1.11848
C  -0.48116  1.92776  -1.52041
N  -0.92778  1.02826  -0.41319
C  -2.14633  1.63872  0.18351
C  -1.44941  -0.29785  -0.89953
C  -0.45505  -1.45534  -0.82236
C  0.79096  -1.09605  -1.68414
C  1.71836  -0.36456  -0.75447
C  0.99707  -0.34636  0.63201
C  1.96814  -0.27422  1.82627
C  0.07569  0.91784  0.70481
C  0.12117  -1.61720  0.59744
C  0.92228  -2.94456  0.73055
C  -0.93390  -1.67074  1.69318
H  0.00523  3.92818  -2.08225
H  -0.77926  3.89373  -0.48037
H  0.89709  3.46786  -0.63341
H  -1.30061  2.05382  -2.23334
H  0.37488  1.49772  -2.00456
H  -2.59437  1.00486  0.97709
H  -1.87692  2.57209  0.67403
H  -2.87593  1.82519  -0.64756
H  -1.77648  -0.21963  -1.93697
H  -2.31220  -0.58454  -0.30428
H  -0.93453  -2.36970  -1.17115
H  0.53670  -0.52661  -2.60547
H  1.26816  -2.02682  -1.96590
H  2.65038  -0.90801  -0.63466
H  1.99164  0.60924  -1.15718
H  2.50813  -1.20789  1.90908
H  1.37515  -0.18589  2.73593
H  2.68903  0.56857  1.74459
H  -0.46425  0.90507  1.67812
H  0.72745  1.77643  0.66858
H  1.01741  -3.26097  1.79352
H  1.93132  -2.79990  0.31486
H  0.42339  -3.75399  0.20819
H  -1.53069  -2.58501  1.64132
H  -1.64551  -0.83212  1.67161
H  -0.43101  -1.68654  2.68500

Forces on atoms 1 to 2 (eV/Å):
C 0.2905 -1.1798 -0.6987
C 0.4061 1.9451 -0.0338

**Total charge**: +1
**LUMO**: -0.0853 Eh
**HOMO-LUMO gap**: 11.9 eV
**SMILES**: CC[N@@+]1(C)C[C@H]2CC[C@@](C)(C1)C2(C)C
**Energy above the lowest of the compared OMol25 structures with the same formula, charge and spin**: 0.00 kcal/mol

=====

Entry 8:
Below is the ion C13H26N2O5PS with charge -1, with properties calculated with ωB97M-V with the def2-TZVPD basis set.

Atoms and positions in Å:
H  -1.40067  0.58092  -4.61595
N  -1.19913  -0.39077  -4.87159
C  -1.68392  -1.15453  -3.98713
C  -2.53933  -0.68265  -2.82078
N  -1.92389  0.42034  -2.09400
C  -1.29148  0.06594  -0.80780
C  -2.36161  0.02738  0.29856
C  -1.86747  -0.21109  1.73147
C  -2.28352  0.82629  2.77601
S  -2.12938  2.57093  2.26133
C  -0.29133  1.19147  -0.50458
C  0.90811  1.23814  -1.46456
P  2.42587  0.65196  -0.73207
O  3.53579  0.42239  -1.67020
O  2.02358  -0.57616  0.19406
C  2.49480  -1.91108  -0.10180
C  2.11930  -2.81012  1.06978
O  2.78508  1.79599  0.35767
C  3.10079  1.50482  1.71838
C  1.87453  1.38887  2.60571
C  -0.61238  -1.35080  -0.94920
O  0.13541  -1.49135  -1.93914
O  -0.91106  -2.18880  -0.08298
H  -1.50097  -2.22402  -4.08601
H  -2.81169  -1.52462  -2.17614
H  -3.47037  -0.31777  -3.26879
H  -2.60023  1.15201  -1.91897
H  -2.94141  0.96112  0.24505
H  -3.04915  -0.77928  0.04115
H  -0.78620  -0.33534  1.74112
H  -2.26035  -1.16574  2.08221
H  -3.30999  0.66334  3.10436
H  -1.65554  0.70901  3.65840
H  -1.34973  2.98241  3.26497
H  -0.84712  2.12844  -0.59517
H  0.05639  1.11042  0.52153
H  1.12426  2.26637  -1.76503
H  0.72735  0.63200  -2.35173
H  3.56862  -1.88433  -0.28401
H  1.98385  -2.23029  -1.00834
H  1.85657  -2.20091  1.93410
H  1.25875  -3.42566  0.81826
H  2.95456  -3.45659  1.34638
H  3.71985  2.33677  2.05790
H  3.70732  0.59924  1.78516
H  2.16870  1.42708  3.65694
H  1.35942  0.44734  2.42773
H  1.18895  2.21090  2.39774

Forces on atoms 1 to 2 (eV/Å):
H 0.0179 -0.0006 0.0230
N -0.0511 -0.0292 0.0339

**Total charge**: -1
**LUMO**: 0.0934 Eh
**HOMO-LUMO gap**: 7.7 eV
**SMILES**: [H]/N=C\CN[C@](CCCS)(CCP(=O)(OCC)OCC)C(=O)[O-]